No. 1
Formula: C31H22ClN10O5Pt
Source: the OMol25 dataset
Level of theory: ωB97M-V/def2-TZVPD

Summary:
ΔE to the lowest compared entry with this formula, charge and spin (kcal/mol): 7.02
Orbital gap (alpha / beta) (eV): 6.60 / 6.62
E_HOMO (alpha / beta) (eV): -11.10 / -11.10
Charge: +1

Geometry as XYZ:
```
70
C31H22ClN10O5Pt, DFT ωB97M-V/def2-TZVPD
Pt 0.297 -2.080 -1.270
O 4.074 -2.251 3.013
C 4.736 -2.128 1.879
O 5.929 -2.013 1.826
C 3.921 -2.130 0.613
C 4.440 -2.009 -0.671
Cl 6.069 -1.820 -1.062
N 3.418 -2.054 -1.580
N 2.263 -2.189 -0.884
C 2.550 -2.263 0.408
C 1.380 -2.403 1.348
O 1.566 -2.491 2.546
O 0.219 -2.384 0.779
C 3.404 -2.019 -3.032
C 2.182 -2.025 -3.701
C 2.115 -1.985 -5.080
C 3.280 -1.946 -5.829
C 4.497 -1.961 -5.173
C 4.572 -2.001 -3.788
H 3.090 -2.309 2.895
H 1.246 -2.073 -3.146
H 1.148 -1.993 -5.564
H 3.237 -1.915 -6.909
H 5.419 -1.948 -5.737
H 5.542 -2.025 -3.334
C -5.029 -0.978 -0.584
N -3.778 -1.649 -0.967
C -2.547 -1.166 -0.989
N -1.716 -2.127 -1.381
C -2.523 -3.208 -1.576
N -3.779 -2.945 -1.341
C -5.069 -0.648 0.886
C -5.961 -1.282 1.741
C -5.986 -0.952 3.092
C -5.115 -0.004 3.600
C -4.216 0.627 2.745
C -4.209 0.315 1.394
C -3.277 1.623 3.256
N -3.248 2.201 4.401
N -2.152 3.058 4.379
C -1.611 2.924 3.222
O -2.267 2.026 2.440
C -0.422 3.583 2.683
C 0.174 4.612 3.401
C 1.304 5.230 2.892
C 1.841 4.820 1.682
C 1.250 3.783 0.966
C 1.906 3.344 -0.324
N 1.215 2.245 -0.981
C 1.439 0.941 -0.856
N 0.541 0.264 -1.559
C -0.224 1.246 -2.109
N 0.148 2.456 -1.774
C 0.115 3.169 1.466
H -5.817 -1.672 -0.864
H -5.124 -0.081 -1.196
H -2.265 -0.168 -0.708
H -2.166 -4.173 -1.892
H -6.636 -2.035 1.356
H -6.685 -1.446 3.751
H -5.118 0.253 4.650
H -3.536 0.855 0.742
H -0.254 4.918 4.345
H 1.773 6.034 3.442
H 2.728 5.306 1.297
H 2.923 3.001 -0.126
H 1.961 4.159 -1.045
H 2.236 0.532 -0.257
H -1.049 1.059 -2.777
H -0.366 2.365 0.926
```

No. 2
Formula: C31H22F9N7OOsSTe
Source: the OMol25 dataset
Level of theory: ωB97M-V/def2-TZVPD

Summary:
ΔE to the lowest compared entry with this formula, charge and spin (kcal/mol): 11.62
Orbital gap (eV): 6.34
E_HOMO (eV): -13.13
Charge: +2

Geometry as XYZ:
```
73
C31H22F9N7OOsSTe, DFT ωB97M-V/def2-TZVPD
Os 0.482 -0.264 0.591
C 0.839 -2.517 -3.044
C 0.291 -1.510 -2.105
N 1.056 -1.297 -0.918
C 2.337 -1.853 -0.831
C 2.912 -2.646 -1.791
C 2.081 -2.999 -2.934
C 4.206 -3.180 -1.545
C 4.850 -2.978 -0.358
C 4.215 -2.243 0.681
C 4.710 -2.073 1.990
C 3.948 -1.421 2.929
C 2.691 -0.911 2.581
N 2.219 -1.025 1.350
C 2.962 -1.686 0.411
H 0.173 -2.858 -3.825
H -0.761 -1.682 -1.875
H 2.449 -3.731 -3.642
H 4.671 -3.784 -2.314
H 5.827 -3.407 -0.181
H 5.679 -2.478 2.255
H 4.295 -1.302 3.945
H 2.054 -0.415 3.300
S 1.804 2.824 1.725
C 0.869 3.814 2.830
N -0.402 3.654 3.120
C -0.820 4.597 4.175
C 0.391 5.548 4.253
N 1.420 4.799 3.504
H -0.930 2.832 2.861
H -0.978 4.051 5.104
H -1.737 5.107 3.894
H 0.714 5.739 5.271
H 0.206 6.492 3.740
H 2.285 5.224 3.202
C -0.386 -0.442 -5.092
Te 0.031 0.474 -3.221
C -2.077 0.404 -2.976
C -2.513 -0.764 -3.825
C -3.721 -1.412 -3.600
C -4.110 -2.456 -4.427
C -3.295 -2.855 -5.477
C -2.085 -2.214 -5.703
C -1.691 -1.169 -4.877
H 0.443 -1.089 -5.375
H -0.456 0.367 -5.821
H -2.459 1.366 -3.316
H -2.301 0.298 -1.915
H -4.360 -1.100 -2.783
H -5.049 -2.960 -4.249
H -3.598 -3.671 -6.119
H -1.450 -2.528 -6.522
N 0.249 1.409 0.019
C 0.608 2.649 0.375
C 0.127 3.770 -0.239
C -0.739 3.612 -1.364
N -1.400 3.420 -2.285
C 0.439 5.074 0.246
N 0.650 6.099 0.723
F -3.267 -2.533 2.418
C -1.956 -2.331 2.391
F -1.504 -2.667 1.170
F -1.369 -3.132 3.271
C -1.593 -0.841 2.684
O -0.271 -0.625 2.334
C -2.579 0.099 1.932
F -3.770 0.150 2.496
F -2.087 1.359 1.891
F -2.722 -0.289 0.655
C -1.677 -0.558 4.216
F -2.794 -1.030 4.747
F -1.638 0.777 4.423
F -0.636 -1.084 4.845
```